No. 1
The following is a DFT calculation (ωB97M-V/def2-TZVPD) of one molecule with the formula C7H8NO2P.

Results
SMILES = [H]/N=C(\P)c1cccc(O)c1O
HOMO-LUMO gap = 0.328 hartree
Multiplicity = 1

Structure (XYZ):
```
19
Properties=species:S:1:pos:R:3:forces:R:3
H -2.73813 1.42301 2.60105 1.524 -0.077 -0.806
N -2.07852 0.80857 2.06621 -1.176 -0.697 0.223
C -1.21638 1.18291 1.24549 0.260 -2.919 -1.366
P -0.41472 2.75682 1.06511 0.925 2.696 1.470
C -0.41827 -0.19664 0.25703 -4.549 2.843 4.067
C -1.02711 -1.43356 0.24274 1.074 0.248 0.408
C -0.36066 -2.40502 -0.46590 -0.943 -0.169 -0.086
C 0.74935 -2.05910 -1.21344 -0.178 -1.007 0.406
C 1.31440 -0.85954 -1.12586 0.360 2.101 0.579
O 2.46111 -0.47509 -1.71674 1.448 0.863 -0.493
C 0.73480 0.09306 -0.27468 2.164 1.232 -1.766
O 1.25267 1.34602 -0.04674 1.031 -1.117 -1.152
H -1.24868 3.74812 1.69269 -0.479 -0.883 0.345
H -0.81289 3.34108 -0.11222 -0.079 -0.462 -1.235
H -1.74707 -1.55621 1.02045 -0.990 -0.498 -0.096
H -0.69939 -3.41786 -0.48012 -0.176 -0.497 0.074
H 1.39203 -2.74038 -1.66688 0.392 -1.707 -1.096
H 2.82338 -0.96003 -2.47379 -0.743 -0.260 0.485
H 2.03408 1.40383 -0.61441 0.137 0.311 0.040
```
Positions in Å, forces in eV/Å.

***

No. 2
The following is a DFT calculation (ωB97M-V/def2-TZVPD) of C7H8O as an isolated structure.

Results
HOMO-LUMO gap = 0.335 hartree
Multiplicity = 1

Structure (XYZ):
```
16
Properties=species:S:1:pos:R:3:forces:R:3
C -2.42172 -0.46013 -0.28575 1.242 -0.182 1.790
C -1.29113 -0.04416 0.33981 -2.326 -2.820 -4.407
C 0.07178 -0.88081 0.19134 -3.170 -4.700 -1.627
C 1.19145 -0.02719 -0.01847 7.782 0.690 0.920
C 2.62471 -0.05671 0.03825 -1.052 -0.036 -1.295
C 0.25655 0.93251 -0.42991 -1.825 6.657 -1.989
C -0.75951 1.23951 0.66151 0.783 -0.490 -1.662
H -2.33495 -1.59701 -0.56790 -1.319 2.556 0.118
H -3.19815 0.36933 -0.21040 0.246 -2.068 -0.728
H -0.01751 -1.71142 -0.55391 -0.128 0.809 0.080
H -0.05968 -1.41678 1.01244 1.055 -2.636 4.315
H 3.32767 0.88055 -0.19660 -2.311 -1.885 0.463
H 3.33021 -1.01000 0.03343 -2.213 1.786 0.633
H -0.20347 0.58082 -1.38534 0.353 0.802 0.722
H -0.27983 0.92598 1.50281 2.141 1.320 3.224
O -0.23643 2.27550 -0.13131 0.741 0.196 -0.556
```
Positions in Å, forces in eV/Å.

***

No. 3
The following is a DFT calculation (ωB97M-V/def2-TZVPD) of C7H8O2 as an isolated structure.

Results
HOMO-LUMO gap = 0.329 hartree
Multiplicity = 1

Structure (XYZ):
```
17
Properties=species:S:1:pos:R:3:forces:R:3
C 2.46845 -0.38395 0.41295 3.190 -1.200 0.582
C 0.23922 -0.62581 -0.33112 0.355 3.079 -0.156
C -0.78953 -1.52291 -0.21841 1.368 -1.330 -2.413
C -2.08891 -1.03168 -0.13926 -0.621 0.609 1.112
C -2.35309 0.30632 0.20284 0.973 1.602 0.208
C -1.30035 1.26569 -0.09371 -0.848 -1.051 1.364
C -0.00146 0.81376 -0.39074 -0.296 -0.937 1.575
H 2.63492 0.71487 -0.06263 -0.061 -3.210 1.664
H 2.38241 -0.34751 1.78679 -0.623 -0.193 -4.487
H 3.39893 -1.15765 0.24910 -1.935 2.443 0.547
H -0.25990 -2.53632 -0.55374 -2.350 1.527 1.128
H -2.99107 -1.57510 -0.26389 -0.310 -1.323 0.365
H -3.27659 0.61724 0.88358 1.737 -0.606 -2.384
H -1.50371 2.33468 0.10517 0.363 -0.666 -0.187
H 0.83988 2.54761 -0.80809 0.401 -1.500 0.935
O 1.49744 -1.12661 -0.45718 0.756 1.521 2.086
O 1.10336 1.70738 -0.32167 -2.098 1.235 -1.939
```
Positions in Å, forces in eV/Å.

***

No. 4
The following is a DFT calculation (ωB97M-V/def2-TZVPD) of a 2-piece molecular cluster, C7H8O2 overall.

Results
HOMO-LUMO gap = 0.320 hartree
Multiplicity = 1

Structure (XYZ):
```
17
Properties=species:S:1:pos:R:3:forces:R:3
C 1.28805 0.36851 -0.73745 -2.992 -0.550 1.315
C -0.07488 0.79406 -0.60097 -2.678 0.754 0.018
C 1.76363 -0.80337 -0.50439 0.663 -0.664 -0.326
C 3.78815 1.31215 0.32262 -0.352 1.074 -0.184
C -1.05347 0.06034 -0.03393 -1.199 -0.584 0.026
C -0.81109 -1.23008 0.77422 0.019 2.254 -1.179
C -2.50843 0.51939 -0.02083 2.724 -2.344 0.790
O 2.34562 -1.78812 -0.41478 0.479 -1.335 0.461
O 4.53376 0.55418 0.66283 0.727 -0.879 0.372
H 1.92344 0.94188 -1.23921 2.681 2.457 -1.907
H -0.42747 1.79451 -1.02728 0.987 -1.530 0.361
H -1.71419 -1.52003 1.32953 0.734 0.371 0.411
H 0.11206 -0.90064 1.27298 -0.353 -1.234 0.849
H -0.65367 -2.00300 0.06302 0.601 -1.041 -0.448
H -2.69093 0.69431 0.97310 -0.706 0.965 2.643
H -3.27542 -0.15303 -0.26957 -0.601 -1.343 -0.994
H -2.54516 1.35894 -0.54990 -0.733 3.626 -2.207
```
Positions in Å, forces in eV/Å.

***

No. 5
The following is a DFT calculation (ωB97M-V/def2-TZVPD) of one molecule with the formula C7H8O2S2.

Results
SMILES = CC1(C)C(=O)S[C@H](C=O)C1=S
HOMO-LUMO gap = 0.298 hartree
Multiplicity = 1

Structure (XYZ):
```
19
Properties=species:S:1:pos:R:3:forces:R:3
C 0.84983 1.09704 0.79600 2.278 -0.393 0.168
C 0.39020 -0.22396 0.13099 0.125 1.921 -0.271
C 1.16577 -0.57091 -1.17603 2.365 -0.594 0.896
C 0.67086 -1.40154 1.07242 -0.961 0.381 -0.782
O 1.56192 -1.41980 1.84238 1.384 -0.140 1.099
S -0.42103 -2.74453 0.81240 -1.277 0.225 -0.470
C -1.61230 -1.68853 -0.17193 0.254 -0.331 0.264
C -1.66235 -2.14938 -1.65321 1.406 -0.929 -0.101
O -0.99011 -3.07632 -2.05555 -1.062 0.922 0.299
C -1.05279 -0.23645 -0.15632 -3.382 -1.050 -0.110
S -2.31503 0.81656 -0.39387 2.176 0.038 0.127
H 1.99986 0.83694 0.89529 -2.137 1.182 0.208
H 0.40814 1.13553 1.84820 0.573 0.431 -1.545
H 0.73841 2.06351 0.15813 -0.119 -1.902 1.212
H 2.33403 -0.47738 -0.97875 -2.395 -0.292 -0.077
H 0.98776 0.17889 -1.95575 -0.431 -0.655 -0.093
H 0.96426 -1.67061 -1.36218 0.233 1.538 -0.676
H -2.65163 -1.65620 0.26636 1.253 -0.295 -0.437
H -2.21966 -1.50844 -2.35933 -0.281 -0.055 0.290
```
Positions in Å, forces in eV/Å.

***

No. 6
The following is a DFT calculation (ωB97M-V/def2-TZVPD) of C7H8O2Si as an isolated structure.

Results
HOMO-LUMO gap = 0.336 hartree
Multiplicity = 1

Structure (XYZ):
```
18
Properties=species:S:1:pos:R:3:forces:R:3
C 2.79040 0.62719 0.06046 0.622 1.865 -1.116
C 2.82516 -0.71167 -0.10632 -3.108 0.457 0.362
C 1.59555 1.34695 -0.20017 0.910 -1.679 0.850
C 1.61090 -1.40355 -0.20937 0.223 -1.900 0.114
C 0.41528 0.68596 -0.29198 -0.338 -1.245 0.783
C 0.39487 -0.71058 -0.14949 2.034 -0.137 -0.980
C -3.33798 0.19135 0.80085 -1.017 -3.152 0.292
O -0.83548 1.24280 -0.35236 -0.943 -0.724 -0.645
O -0.84952 -1.21713 -0.16000 -0.678 -1.598 0.216
Si -1.98570 -0.07504 -0.50070 0.750 1.903 1.971
H 3.79648 1.05821 0.18786 -0.892 0.587 -0.065
H 3.73607 -1.17369 -0.11965 2.021 -1.503 0.077
H 1.48876 2.35884 -0.24496 0.425 2.840 0.026
H 1.79341 -2.52122 -0.29260 -1.236 1.376 0.165
H -3.40471 -0.66787 1.61641 0.358 1.341 -1.902
H -3.20907 1.03049 1.41325 0.498 1.572 0.575
H -4.37014 0.24397 0.37684 0.816 -0.031 0.107
H -2.45431 -0.30502 -1.82805 -0.443 0.029 -0.830
```
Positions in Å, forces in eV/Å.

***

No. 7
The following is a DFT calculation (ωB97M-V/def2-TZVPD) of one molecule with the formula C7H8O4.

Results
SMILES = O=C1C=C[C@@H](O)[C@]2(CO)O[C@@H]12
HOMO-LUMO gap = 0.343 hartree
Multiplicity = 1

Structure (XYZ):
```
19
Properties=species:S:1:pos:R:3:forces:R:3
O -2.37224 0.51348 1.21707 5.974 -2.348 1.986
C -1.13730 0.16975 1.37785 -3.975 1.409 -3.433
C -0.43445 -1.22849 1.52279 2.635 -2.358 -0.382
C 0.77386 -1.64768 0.87597 -2.295 3.952 -1.303
C 1.57965 -0.65755 -0.11620 -2.164 -2.433 -2.287
O 1.85910 -1.43442 -1.42980 1.048 1.780 1.284
C 0.62490 0.46164 -0.38506 -0.850 -3.091 -1.575
C -0.38183 0.24996 -1.57293 -0.095 -1.997 -0.571
O -1.61418 0.89162 -1.39127 0.196 -0.490 0.353
O 0.71830 1.76933 -0.07610 -0.738 3.518 -0.460
C 0.11132 0.91665 0.88831 1.726 0.739 4.069
H -0.74426 -2.03288 2.21571 -0.644 0.885 -0.347
H 1.33477 -2.55850 0.81320 -0.634 -0.964 0.963
H 2.41564 -0.45043 0.47916 1.780 0.759 0.266
H 2.46454 -0.91984 -2.06482 -1.284 -0.818 1.836
H -0.53249 -0.79737 -1.89571 -0.145 0.061 1.254
H -0.06749 0.58745 -2.53263 1.703 0.965 -0.556
H -1.28378 1.63053 -0.90052 -0.812 1.570 0.460
H 0.86837 1.03536 1.78196 -1.426 -1.139 -1.557
```
Positions in Å, forces in eV/Å.

***

No. 8
The following is a DFT calculation (ωB97M-V/def2-TZVPD) of one molecule with the formula C7H8O4.

Results
SMILES = O=C1C=C(CO)[C@@H](O)[C@H]2O[C@@H]12
HOMO-LUMO gap = 0.350 hartree
Multiplicity = 1

Structure (XYZ):
```
19
Properties=species:S:1:pos:R:3:forces:R:3
O 2.47628 -1.88651 -0.17127 -2.997 2.575 0.247
C 1.57070 -0.99528 -0.09728 3.675 -1.656 -0.446
C 0.15989 -1.29124 -0.22212 1.101 8.568 -0.592
C -0.76580 -0.32884 -0.37753 -1.211 -1.288 -0.476
C -2.28182 -0.70555 -0.42598 -0.919 1.265 -0.219
O -2.63742 -1.44585 0.77566 0.669 3.512 2.860
C -0.43678 1.12674 -0.61060 0.156 -0.091 2.582
O -1.40238 2.05664 -0.07914 -1.056 -0.454 -9.101
C 0.95492 1.51897 -0.20808 -0.443 -4.577 0.686
O 1.32020 1.16978 1.07989 0.118 -0.188 1.366
C 1.98029 0.42079 0.07075 1.849 1.754 -0.394
H 0.09360 -2.20768 -0.09201 -2.087 -8.549 0.882
H -2.57649 -1.50466 -1.25427 0.792 2.183 1.394
H -2.85406 0.44500 -0.53544 1.139 -3.795 0.179
H -2.47689 -0.78672 1.66254 -0.629 -2.727 -3.833
H -0.53816 1.36645 -1.57407 -0.096 0.235 -4.269
H -1.25035 2.02591 0.74223 1.326 0.183 10.416
H 1.31854 2.37776 -0.55023 1.304 3.674 -1.341
H 3.14192 0.65786 -0.01484 -2.689 -0.624 0.059
```
Positions in Å, forces in eV/Å.

***

No. 9
The following is a DFT calculation (ωB97M-V/def2-TZVPD) of one molecule with the formula C7H8O4S2.

Results
SMILES = COC(=O)C1=C(O)[C@](O)(C(=S)S)C1
HOMO-LUMO gap = 0.306 hartree
Multiplicity = 1

Structure (XYZ):
```
21
Properties=species:S:1:pos:R:3:forces:R:3
C 3.16236 0.77873 -0.35029 -0.961 0.147 2.348
O 1.78823 0.44420 0.07625 0.447 -0.355 -0.946
C 1.24956 -0.76596 -0.23142 2.648 -0.366 -0.487
O 1.93777 -1.70460 -0.67378 -1.949 1.616 0.752
C -0.16486 -0.70837 0.03210 -1.848 -2.004 -0.547
C -1.15597 -1.59544 -0.33112 1.238 2.003 0.917
O -1.11296 -2.79536 -0.87616 -3.411 0.992 -0.278
C -2.25706 -0.75053 0.42752 -1.121 -2.015 -1.046
O -2.67826 -1.60544 1.50702 1.710 0.937 -1.597
C -3.47381 0.04021 -0.21999 -1.070 -0.032 0.827
S -4.88760 0.39996 0.62105 2.056 -0.738 -0.632
S -3.20813 0.68614 -1.82038 -0.818 1.294 0.247
C -1.12641 0.25420 0.69434 0.440 -1.478 -0.379
H 3.82441 0.43278 0.46557 -0.152 0.297 -0.517
H 3.08579 1.86556 -0.36178 0.483 -0.120 -0.131
H 3.50351 0.37865 -1.27310 -0.285 -0.540 -0.849
H -0.26937 -3.14144 -0.76546 2.838 -1.007 0.104
H -3.48470 -1.20938 1.76713 -1.879 0.542 0.997
H -4.15252 1.78452 -1.74915 1.270 -1.853 0.006
H -1.07742 0.32566 1.74533 0.468 0.871 1.152
H -1.25120 1.09068 0.07348 -0.104 1.808 0.058
```
Positions in Å, forces in eV/Å.

***

No. 10
The following is a DFT calculation (ωB97M-V/def2-TZVPD) of C7H8S as an isolated structure.

Results
HOMO-LUMO gap = 0.337 hartree
Multiplicity = 1

Structure (XYZ):
```
16
Properties=species:S:1:pos:R:3:forces:R:3
C -1.50447 -0.18063 0.88324 -1.524 -0.827 0.152
C -1.00040 -1.32384 0.38101 0.921 3.000 -1.428
C -0.22157 2.13704 0.50207 1.404 2.973 0.143
C -0.97997 1.13061 0.55052 -0.503 -3.463 -0.880
C 0.22006 -1.49232 -0.50125 -1.720 1.370 -2.240
C -0.13656 1.32203 -0.67425 2.526 -4.056 1.185
C 1.04397 -0.22344 -0.71438 -0.831 2.693 1.269
S 2.29255 -0.11852 0.63971 -0.572 -0.588 -0.167
H -2.47248 -0.26049 1.38106 0.410 0.121 0.401
H -1.39239 -2.27058 0.48475 -1.571 -1.618 0.995
H 0.19561 3.01531 0.95234 0.010 0.112 0.310
H 0.65100 -2.22684 0.10937 1.883 -1.294 0.244
H -0.10921 -1.97529 -1.52365 0.589 0.761 1.954
H -0.51966 1.37165 -1.64322 -0.704 0.590 -1.325
H 1.64536 -0.09487 -1.59537 -0.346 -0.503 -0.692
H 2.28817 1.19019 0.76804 0.029 0.730 0.078
```
Positions in Å, forces in eV/Å.

***

No. 11
The following is a DFT calculation (ωB97M-V/def2-TZVPD) of one molecule with the formula C7H8S.

Results
SMILES = C=C1C=CSC(C)=C1
HOMO-LUMO gap = 0.307 hartree
Multiplicity = 1

Structure (XYZ):
```
16
Properties=species:S:1:pos:R:3:forces:R:3
C -2.73752 -1.00747 0.00114 0.102 -0.120 0.026
C -1.54846 -0.39142 0.00352 0.446 -0.323 -0.082
C -1.44348 1.06870 -0.00535 -0.245 0.271 0.105
C -0.29732 1.75455 -0.00366 0.155 -0.375 0.026
S 1.31844 1.06280 0.00152 -0.498 -0.103 -0.029
C 0.94372 -0.65869 -0.00529 0.639 0.053 0.063
C 2.18903 -1.51756 -0.00089 -0.320 0.053 0.544
C -0.28537 -1.16426 0.00107 -0.655 0.260 -0.028
H -2.83267 -2.08765 0.00400 0.120 0.080 0.001
H -3.65345 -0.44350 -0.00007 -0.191 0.156 -0.004
H -2.39103 1.62809 0.01138 0.497 -0.232 -0.047
H -0.27818 2.83263 0.00710 -0.062 0.127 -0.019
H 2.80660 -1.29739 0.88777 -0.247 -0.153 -0.307
H 1.91247 -2.57761 -0.00285 0.092 0.225 0.059
H 2.79505 -1.31664 -0.87187 0.214 0.066 -0.321
H -0.37742 -2.24576 -0.00302 -0.045 0.015 0.014
```
Positions in Å, forces in eV/Å.

***

No. 12
The following is a DFT calculation (ωB97M-V/def2-TZVPD) of a 2-piece molecular cluster, C7H9Br overall.

Results
HOMO-LUMO gap (spin up / spin down) = 0.347 / 0.291 hartree
Multiplicity = 1

Structure (XYZ):
```
17
Properties=species:S:1:pos:R:3:forces:R:3
C -0.20494 -2.08931 0.34856 -0.212 -2.334 -2.159
C 0.26820 -1.32141 1.49775 0.152 -0.613 2.481
C -0.37460 1.98052 0.22173 -3.189 -1.635 1.355
C -1.09251 1.30396 -0.98861 -0.229 1.741 -0.160
C 1.30249 0.11235 -0.57983 -1.133 -1.235 -1.967
C 0.37179 -0.75116 0.17903 0.559 1.952 0.047
C -0.05658 0.59762 -0.24917 1.716 1.050 -1.174
Br 3.02438 0.87897 -0.45202 -0.849 -0.429 0.264
H 0.45229 -2.92318 0.03454 -0.332 0.601 0.129
H -1.25251 -2.33614 0.08190 0.620 0.680 0.526
H -0.47545 -0.97640 2.19184 -0.193 0.531 0.092
H 1.14517 -1.68684 2.00237 0.313 -0.085 0.016
H 0.14825 2.90662 0.14985 0.932 -0.024 -0.535
H -1.08403 1.99977 1.05049 0.391 0.086 0.242
H -2.16868 1.10548 -0.99264 0.468 -0.349 0.681
H -0.86395 1.89653 -1.84581 0.552 -0.421 -1.020
H 0.86068 -0.69737 -2.64999 0.433 0.485 1.183
```
Positions in Å, forces in eV/Å.